C34H27B2InN7O22 | the ωB97M-V functional and the def2-TZVPD basis

Each line ends with the Löwdin charge.
Atoms and positions in Å:
In1 -7.699 3.140 -9.803  0.999
O1 -2.129 5.675 -2.692  0.308
C1 -2.015 4.629 -2.255  -0.423
O2 -1.198 4.209 -1.326  0.257
B1 -1.206 2.670 -1.232  -0.682
O3 -2.485 2.402 -2.053  0.280
C2 -2.866 3.420 -2.654  -0.354
O4 -3.769 3.467 -3.533  0.189
O5 -1.231 2.191 0.184  0.221
C3 -0.473 1.081 0.290  -0.285
O6 -0.410 0.323 1.279  0.161
C4 0.296 0.857 -1.078  -0.219
O7 -0.099 1.937 -1.875  0.206
O8 1.178 -0.013 -1.290  0.158
O9 -0.601 0.898 -9.922  0.125
C5 0.381 0.276 -10.455  -0.230
O10 0.581 -1.103 -10.458  0.218
B2 1.843 -1.381 -11.172  -0.831
O11 2.290 -0.079 -11.681  0.215
C6 1.560 0.977 -11.117  -0.240
O12 1.717 2.198 -11.364  0.161
O13 2.786 -2.137 -10.215  0.218
C7 3.102 -3.341 -10.788  -0.262
O14 3.732 -4.228 -10.175  0.208
C8 2.373 -3.417 -12.085  -0.319
O15 1.648 -2.351 -12.240  0.289
O16 2.389 -4.476 -12.750  0.209
C9 -12.867 2.039 -1.433  -0.071
C10 -12.068 2.549 -2.572  -0.270
N1 -11.483 2.938 -3.505  0.101
H1 -12.569 2.447 -0.467  0.081
H2 -12.838 0.951 -1.372  0.080
H3 -13.892 2.332 -1.657  0.080
C11 6.884 -3.283 -4.189  -0.071
C12 7.665 -2.227 -3.502  -0.275
N2 8.315 -1.408 -2.946  0.105
H4 6.068 -2.747 -4.675  0.081
H5 6.551 -3.992 -3.432  0.078
H6 7.586 -3.831 -4.818  0.082
C13 -1.540 -3.751 9.208  -0.089
C14 -2.869 -3.329 9.376  -0.313
N3 -3.970 -3.012 9.606  0.130
H7 -1.537 -4.636 8.573  0.090
H8 -0.953 -3.923 10.110  0.094
H9 -1.097 -2.896 8.697  0.089
C15 6.740 -4.796 2.708  -0.070
C16 6.675 -5.770 3.808  -0.293
N4 6.624 -6.558 4.634  0.123
H10 7.329 -3.892 2.865  0.082
H11 5.674 -4.625 2.559  0.079
H12 7.142 -5.296 1.827  0.080
C17 -3.717 7.499 4.412  -0.069
C18 -4.645 6.690 3.705  -0.035
C19 -5.430 7.280 2.712  -0.004
C20 -5.396 8.659 2.433  -0.099
C21 -4.446 9.422 3.170  0.039
C22 -3.575 8.835 4.145  -0.049
N5 -6.304 9.274 1.410  -0.330
O17 -7.196 8.618 0.910  0.078
O18 -6.126 10.446 1.024  0.059
H13 -3.095 6.949 5.103  0.109
H14 -4.559 5.615 3.750  0.110
H15 -6.069 6.625 2.138  0.115
H16 -4.335 10.491 3.060  0.115
H17 -3.062 9.482 4.842  0.112
C23 6.365 2.923 4.568  -0.069
C24 7.522 2.779 5.362  -0.034
C25 7.466 3.389 6.598  -0.001
C26 6.382 4.138 7.046  -0.137
C27 5.305 4.263 6.229  -0.009
C28 5.299 3.697 4.951  -0.047
N6 6.339 4.720 8.426  -0.303
O19 5.253 4.998 8.932  0.066
O20 7.379 5.020 9.067  0.055
H18 6.410 2.379 3.636  0.108
H19 8.359 2.310 4.866  0.114
H20 8.237 3.242 7.339  0.121
H21 4.563 4.982 6.546  0.124
H22 4.390 3.780 4.374  0.112
C29 -2.939 -8.944 1.023  -0.032
C30 -1.904 -7.988 1.005  -0.042
C31 -0.643 -8.244 0.428  -0.006
C32 -0.336 -9.425 -0.190  -0.108
C33 -1.401 -10.348 -0.289  0.009
C34 -2.664 -10.132 0.266  -0.046
N7 1.050 -9.654 -0.757  -0.351
O21 1.191 -10.561 -1.547  0.097
O22 1.878 -8.824 -0.487  0.094
H23 -3.923 -8.933 1.468  0.105
H24 -2.120 -7.048 1.491  0.106
H25 0.060 -7.440 0.592  0.122
H26 -1.328 -11.275 -0.839  0.118
H27 -3.503 -10.800 0.137  0.106

As for the spin multiplicity: 1. For the LUMO energy, the calculation gives -10.3 eV. As for the total charge: +1. The orbital gap is 1.01 eV. The energy relative to the best compared isomer or geometry (same formula, charge and spin) is 193.7 kJ/mol. Its total energy is -3589.55474 Ha.

C34H27F10N6PmS | the ωB97M-V functional and the def2-TZVPD basis

Each line ends with the Löwdin spin population.
Atoms and positions in Å:
Pm1 -0.718 0.331 0.155  4.061
C1 2.814 -0.845 -0.529  0.000
N1 2.148 0.285 0.135  -0.003
C2 2.489 1.534 -0.564  0.000
C3 1.788 2.761 -0.024  0.000
N2 0.338 2.585 -0.001  -0.010
C4 -0.399 3.724 0.177  0.000
C5 -1.786 3.658 -0.020  0.000
F1 -2.287 2.439 -0.346  -0.001
C6 -2.669 4.707 0.073  0.000
F2 -3.967 4.514 -0.157  0.000
C7 -2.196 5.963 0.407  0.000
F3 -3.022 7.008 0.517  0.000
C8 -0.844 6.096 0.640  0.000
F4 -0.358 7.288 0.995  0.000
C9 0.023 5.020 0.537  0.000
F5 1.314 5.278 0.844  0.000
C10 2.585 0.313 1.535  0.000
C11 1.719 -0.594 2.402  0.000
N3 0.354 -0.104 2.398  -0.009
C12 -0.118 0.606 3.419  0.000
C13 -1.533 0.782 3.438  0.000
F6 -2.204 0.227 2.432  -0.001
C14 -2.234 1.420 4.420  0.000
F7 -3.552 1.500 4.381  0.000
C15 -1.519 1.990 5.475  0.000
F8 -2.149 2.628 6.435  0.000
C16 -0.128 1.889 5.502  0.000
F9 0.541 2.463 6.491  0.000
C17 0.555 1.217 4.517  0.000
F10 1.881 1.209 4.594  0.000
H1 3.904 -0.728 -0.484  0.000
H2 2.521 -0.909 -1.571  0.000
H3 2.535 -1.785 -0.056  0.000
H4 2.206 1.402 -1.610  0.000
H5 3.574 1.709 -0.535  0.000
H6 2.074 3.583 -0.686  0.000
H7 2.188 3.019 0.962  0.000
H8 2.526 1.329 1.924  0.000
H9 3.628 -0.013 1.619  0.000
H10 2.136 -0.662 3.404  0.000
H11 1.677 -1.595 1.971  0.000
C18 0.028 -0.248 -4.493  0.000
C19 -1.236 -0.180 -5.065  0.001
C20 -2.346 -0.125 -4.249  0.000
C21 -2.204 -0.134 -2.858  0.000
N4 -0.972 -0.161 -2.319  -0.007
C22 0.094 -0.238 -3.120  0.000
C23 -3.352 -0.101 -1.921  -0.001
C24 -4.650 -0.040 -2.434  -0.001
C25 -5.743 0.017 -1.589  0.001
C26 -5.530 0.017 -0.218  -0.001
C27 -4.234 -0.044 0.274  -0.001
C28 -3.095 -0.119 -0.536  -0.018
H12 0.927 -0.311 -5.089  0.000
H13 -1.353 -0.178 -6.141  0.000
H14 -3.325 -0.078 -4.696  0.000
H15 1.050 -0.300 -2.620  0.000
H16 -4.833 -0.041 -3.501  0.000
H17 -6.747 0.060 -1.994  0.000
H18 -6.371 0.067 0.465  0.000
H19 -4.132 -0.054 1.357  0.000
C29 -4.550 -3.332 2.067  0.000
C30 -3.841 -3.265 0.758  0.000
C31 -4.390 -3.477 -0.463  0.000
C32 -3.575 -3.417 -1.615  0.000
N5 -2.218 -3.194 -1.512  0.000
C33 -1.687 -2.956 -0.364  -0.001
S1 0.000 -2.606 -0.155  -0.004
N6 -2.470 -2.966 0.801  0.000
C34 -4.128 -3.616 -2.997  0.000
H20 -5.628 -3.338 1.914  0.000
H21 -4.296 -2.468 2.697  0.000
H22 -4.276 -4.235 2.626  0.000
H23 -5.450 -3.680 -0.548  0.000
H24 -2.008 -2.792 1.673  0.000
H25 -5.213 -3.495 -3.008  0.000
H26 -3.891 -4.614 -3.387  0.000
H27 -3.684 -2.891 -3.687  0.000

Its expectation value of S² is 6.007. As for the spin multiplicity: 5. For the LUMO energy (spin up / spin down), the calculation gives -0.9 / -0.9 eV. As for the total charge: 0. The orbital gap (spin up / spin down) is 5.88 / 5.89 eV. Its total energy is -3645.56510 Ha.

C34H27N3O2OsP | the ωB97M-V functional and the def2-TZVPD basis

Each line ends with the Löwdin charge.
Atoms and positions in Å:
Os1 -0.252 -1.040 -0.360  1.449
C1 -1.782 -2.654 3.419  -0.025
C2 -2.601 -3.689 2.994  -0.024
C3 -2.719 -3.943 1.639  0.015
C4 -2.027 -3.159 0.730  -0.190
N1 -1.248 -2.131 1.154  -0.052
C5 -1.126 -1.901 2.468  -0.104
C6 -2.028 -3.356 -0.733  -0.185
C7 -2.710 -4.386 -1.367  -0.016
C8 -2.617 -4.518 -2.745  -0.052
C9 -1.853 -3.626 -3.486  -0.058
C10 -1.185 -2.586 -2.852  -0.079
C11 -1.254 -2.445 -1.468  -0.219
H1 -1.646 -2.428 4.466  0.118
H2 -3.137 -4.297 3.710  0.121
H3 -3.342 -4.751 1.287  0.115
H4 -0.470 -1.094 2.758  0.092
H5 -3.309 -5.093 -0.808  0.109
H6 -3.145 -5.320 -3.242  0.113
H7 -1.784 -3.739 -4.560  0.111
H8 -0.603 -1.889 -3.442  0.097
C12 -2.561 2.349 4.319  -0.061
C13 -3.065 1.653 3.232  -0.060
C14 -2.201 1.186 2.250  -0.101
C15 -0.836 1.432 2.355  -0.375
C16 -0.333 2.140 3.447  -0.068
C17 -1.196 2.591 4.431  -0.061
P1 0.255 0.881 1.034  1.022
C18 0.800 2.396 0.207  -0.324
C19 -0.115 3.429 0.004  -0.076
C20 0.259 4.557 -0.707  -0.066
C21 1.549 4.663 -1.212  -0.067
C22 2.463 3.639 -1.009  -0.069
C23 2.091 2.501 -0.308  -0.077
C24 1.697 -0.078 1.495  -0.392
C25 2.841 0.089 2.266  -0.064
C26 3.811 -0.897 2.195  -0.061
C27 3.655 -1.991 1.342  -0.055
C28 2.538 -2.128 0.532  -0.073
C29 1.529 -1.170 0.632  -0.337
H9 -3.233 2.709 5.087  0.112
H10 -4.127 1.468 3.148  0.112
H11 -2.584 0.633 1.398  0.105
H12 0.729 2.344 3.521  0.111
H13 -0.809 3.135 5.282  0.112
H14 -1.118 3.354 0.407  0.112
H15 -0.451 5.358 -0.860  0.112
H16 1.845 5.552 -1.753  0.110
H17 3.474 3.729 -1.384  0.111
H18 2.805 1.698 -0.163  0.110
H19 2.976 0.956 2.899  0.111
H20 4.709 -0.814 2.792  0.111
H21 4.438 -2.736 1.292  0.113
H22 2.466 -2.956 -0.162  0.109
C30 2.935 1.415 -4.368  0.003
N2 1.688 1.158 -3.655  -0.033
C31 0.568 1.883 -3.905  -0.028
C32 -0.593 1.708 -3.230  0.031
C33 -0.557 0.707 -2.227  -0.513
O1 -1.498 0.354 -1.426  -0.131
N3 0.553 -0.008 -1.998  0.014
C34 1.745 0.198 -2.636  -0.504
O2 2.777 -0.375 -2.363  0.086
H23 2.729 2.078 -5.204  0.094
H24 3.348 0.477 -4.730  0.101
H25 3.662 1.875 -3.700  0.096
H26 0.661 2.616 -4.694  0.138
H27 -1.480 2.285 -3.433  0.124

As for the spin multiplicity: 1. For the LUMO energy (spin up / spin down), the calculation gives -4.3 / -4.5 eV. As for the total charge: +1. The orbital gap (spin up / spin down) is 6.77 / 6.55 eV. The energy relative to the best compared isomer or geometry (same formula, charge and spin) is 0.0 kJ/mol. Its total energy is -2058.44866 Ha.